# 1
The following is a quantum chemistry calculation of C3H2FeLiO3 as an isolated structure, from OMol25.

2S+1: 7
LUMO level (spin up / spin down), Ha: -0.52463 / -0.64220
HOMO level (spin up / spin down), Eh: -0.7198 / -0.8554
Total charge: +3
<S²>: 12.02

CARTESIAN COORDINATES (ANGSTROEM)
C1 -1.138 1.416 1.117
C2 -2.166 1.618 0.260
O1 -3.009 1.702 -0.511
H1 -0.415 2.236 1.170
H2 -1.422 0.985 2.082
O2 -0.028 -0.729 -0.680
C3 0.342 -0.284 0.351
O3 1.067 -0.411 1.275
Fe1 2.228 -0.109 2.991
Li1 -0.205 -2.275 -1.852

# 2
The following is a quantum chemistry calculation of BCd3H30O21P2 as an isolated structure, from OMol25.

LUMO level, Ha: 0.03446
HOMO level, Eh: -0.1233
ΔE to the lowest compared entry with this formula, charge and spin, kcal/mol: 45.1
Total charge: -1

CARTESIAN COORDINATES (ANGSTROEM)
Cd1 1.511 0.004 -1.710
Cd2 -1.034 2.019 0.380
Cd3 1.539 -2.393 0.389
P1 3.417 -2.027 -1.620
O1 2.904 -1.018 -0.562
O2 2.625 -3.313 -1.202
O3 4.837 -2.153 -2.058
O4 2.703 -1.290 -2.823
P2 -0.184 -0.322 0.454
O5 0.223 -1.353 -0.664
O6 -1.695 0.141 0.649
O7 0.576 0.911 -0.217
O8 0.696 -0.960 1.583
B1 0.145 0.679 -3.457
H1 1.202 0.313 -3.535
H2 -0.417 0.540 -4.457
H3 -0.416 0.186 -2.612
H4 0.203 1.832 -3.279
O9 0.572 -2.349 3.926
H5 0.630 -1.801 3.108
H6 0.320 -1.732 4.618
O10 -1.782 1.898 -1.607
H7 -1.167 1.595 -2.335
H8 -2.646 1.540 -1.849
O11 -3.752 0.553 2.543
H9 -3.069 0.165 1.967
H10 -3.279 0.802 3.342
O12 -2.936 2.957 0.781
H11 -3.746 2.580 0.409
H12 -3.220 3.766 1.221
O13 0.013 3.726 -0.074
H13 0.768 4.153 0.361
H14 -0.043 4.135 -0.950
O14 -1.178 -3.395 -1.727
H15 -0.761 -2.548 -1.474
H16 -0.501 -3.847 -2.243
O15 -2.382 -3.508 1.546
H17 -2.639 -2.596 1.348
H18 -3.213 -3.968 1.694
O16 2.906 2.860 0.763
H19 2.948 2.340 -0.066
H20 3.827 3.008 1.012
O17 0.217 -3.953 0.860
H21 0.309 -4.896 1.025
H22 -0.752 -3.795 0.784
O18 -3.339 -1.306 -1.071
H23 -2.790 -0.760 -0.472
H24 -2.841 -2.127 -1.203
O19 -0.628 2.156 2.501
H25 -0.202 1.391 2.927
H26 -0.402 2.906 3.065
O20 2.340 1.166 2.747
H27 1.813 0.371 2.559
H28 2.423 1.627 1.875
O21 2.850 1.542 -2.146
H29 2.841 2.434 -2.521
H30 3.656 1.116 -2.499

# 3
The following is a quantum chemistry calculation of a 2-piece molecular cluster, C4H12OS overall, from OMol25.

LUMO level, Ha: 0.03188
HOMO level, Eh: -0.3307
ΔE to the lowest compared entry with this formula, charge and spin, kcal/mol: 7.1
Total charge: 0

CARTESIAN COORDINATES (ANGSTROEM)
C1 -3.411 -0.345 -1.119
C2 -2.270 -0.407 -0.076
C3 -1.060 0.399 -0.545
C4 -0.009 0.554 0.518
S1 1.658 0.989 -0.053
H1 -4.156 -1.098 -0.930
H2 -2.991 -0.585 -2.085
H3 -3.825 0.663 -1.110
H4 -2.658 -0.095 0.885
H5 -2.033 -1.476 0.003
H6 -0.685 -0.075 -1.431
H7 -1.483 1.342 -0.891
H8 -0.268 1.278 1.280
H9 0.104 -0.369 1.087
H10 1.328 1.907 -0.964
H11 2.983 -2.795 1.516
H12 2.838 -1.748 0.368
O1 3.090 -1.865 1.286

# 4
The following is a quantum chemistry calculation of an isolated ion of composition C4H5N5O and charge +2, from OMol25.

LUMO level, Ha: -0.41962
HOMO level, Eh: -0.7123
ΔE to the lowest compared entry with this formula, charge and spin, kcal/mol: 20.3
Total charge: +2

CARTESIAN COORDINATES (ANGSTROEM)
C1 -1.000 -2.151 0.015
C2 0.427 -0.554 -0.023
C3 -1.094 0.099 0.032
C4 1.484 0.557 0.053
N1 0.273 -1.822 0.032
N2 -1.639 2.379 0.076
N3 -1.188 1.321 0.157
N4 -1.830 -1.050 0.161
N5 2.736 0.222 -0.093
O1 0.975 1.639 0.232
H1 -1.341 -3.134 -0.145
H2 -1.757 3.441 0.049
H3 -2.808 -1.068 -0.054
H4 3.174 -0.645 -0.343
H5 3.589 0.765 -0.149

# 5
The following is a quantum chemistry calculation of a 2-piece molecular cluster, C6H15NO overall, from OMol25.

LUMO level, Ha: 0.02797
HOMO level, Eh: -0.2894
ΔE to the lowest compared entry with this formula, charge and spin, kcal/mol: 40.5
Total charge: 0

CARTESIAN COORDINATES (ANGSTROEM)
C1 -2.723 0.336 -0.526
C2 -1.319 -0.262 -0.329
C3 -0.626 0.197 0.955
C4 0.826 -0.302 0.929
C5 1.771 0.143 0.108
N1 3.010 -0.475 -0.096
C6 1.223 -1.218 2.088
H1 -3.516 -0.192 -0.005
H2 -2.835 1.394 -0.276
H3 -2.916 0.315 -1.603
H4 -0.700 -0.082 -1.184
H5 -1.501 -1.334 -0.333
H6 -0.538 1.287 0.926
H7 -1.051 -0.181 1.875
H8 1.430 0.829 -0.666
H9 3.343 -0.935 0.721
H10 3.707 0.054 -0.565
H11 2.146 -0.835 2.541
H12 1.450 -2.234 1.757
H13 0.492 -1.186 2.891
H14 -0.650 0.877 -2.720
H15 -0.225 2.259 -3.086
O1 -0.798 1.542 -3.402

# 6
The following is a quantum chemistry calculation of a 4-piece molecular cluster, C4H16O3 overall, from OMol25.

LUMO level, Ha: 0.01659
HOMO level, Eh: -0.4065
ΔE to the lowest compared entry with this formula, charge and spin, kcal/mol: 43.9
Total charge: 0

CARTESIAN COORDINATES (ANGSTROEM)
C1 -2.477 0.258 2.173
C2 -1.254 -0.006 1.279
C3 -1.573 0.191 -0.202
C4 -1.499 1.604 -0.701
H1 -3.352 -0.250 1.666
H2 -2.495 1.375 2.431
H3 -2.091 -0.305 3.172
H4 -0.907 -0.951 1.446
H5 -0.471 0.589 1.617
H6 -2.597 -0.319 -0.286
H7 -0.802 -0.362 -0.849
H8 -1.646 1.604 -1.836
H9 -0.396 1.886 -0.513
H10 -2.095 2.232 -0.073
H11 2.252 -1.044 -3.700
H12 1.370 -0.285 -4.590
O1 2.253 -0.200 -4.231
H13 2.407 -6.166 -2.503
H14 2.582 -5.892 -4.052
O2 1.927 -6.097 -3.374
H15 3.967 3.815 3.736
H16 2.961 4.184 4.772
O3 3.937 4.139 4.619

What did the third record say?
The following is a quantum chemistry calculation of a 2-piece molecular cluster, C4H12OS overall, from OMol25.

LUMO level, Ha: 0.03188
HOMO level, Eh: -0.3307
ΔE to the lowest compared entry with this formula, charge and spin, kcal/mol: 7.1
Total charge: 0

CARTESIAN COORDINATES (ANGSTROEM)
C1 -3.411 -0.345 -1.119
C2 -2.270 -0.407 -0.076
C3 -1.060 0.399 -0.545
C4 -0.009 0.554 0.518
S1 1.658 0.989 -0.053
H1 -4.156 -1.098 -0.930
H2 -2.991 -0.585 -2.085
H3 -3.825 0.663 -1.110
H4 -2.658 -0.095 0.885
H5 -2.033 -1.476 0.003
H6 -0.685 -0.075 -1.431
H7 -1.483 1.342 -0.891
H8 -0.268 1.278 1.280
H9 0.104 -0.369 1.087
H10 1.328 1.907 -0.964
H11 2.983 -2.795 1.516
H12 2.838 -1.748 0.368
O1 3.090 -1.865 1.286

Among the records above, which one has the highest total charge?
C3H2FeLiO3

Which of these has the highest total charge?
C3H2FeLiO3

The lowest total charge belongs to which entry?
BCd3H30O21P2